Entry from OMol25: 5 unconnected molecules or ions with the total composition C20H30O15 (ωB97M-V/def2-TZVPD).

Last column: natural (NBO) charge in e.
CARTESIAN COORDINATES (ANGSTROEM)
C -4.08 -3.57 2.65  -0.622
C -4.83 -2.26 2.20  0.073
C -5.55 -2.37 0.82  -0.099
O -6.90 -2.54 1.22  -0.506
C -7.06 -2.31 2.53  0.971
O -8.08 -2.16 3.07  -0.576
O -5.93 -2.23 3.07  -0.480
H -3.52 -3.17 3.50  0.222
H -3.41 -3.89 1.86  0.209
H -4.76 -4.40 2.87  0.227
H -4.27 -1.35 2.38  0.201
H -5.35 -3.25 0.21  0.192
H -5.39 -1.51 0.17  0.188
C 1.73 0.12 -3.40  -0.630
C 1.12 1.23 -2.48  0.052
C -0.35 1.29 -2.63  -0.097
O -0.77 0.57 -1.57  -0.455
C 0.18 0.18 -0.84  0.958
O -0.02 -0.51 0.16  -0.608
O 1.32 0.77 -1.16  -0.464
H 1.38 0.29 -4.42  0.207
H 1.24 -0.82 -3.16  0.216
H 2.81 0.26 -3.44  0.234
H 1.57 2.19 -2.75  0.204
H -0.74 0.99 -3.60  0.197
H -0.76 2.30 -2.56  0.186
C 1.36 -5.16 -0.66  -0.639
C 2.85 -5.39 -0.40  0.073
C 3.82 -4.33 0.13  -0.100
O 4.63 -5.11 1.01  -0.506
C 3.97 -6.34 1.33  0.973
O 4.34 -7.02 2.32  -0.585
O 2.89 -6.46 0.60  -0.478
H 0.74 -5.90 -0.15  0.247
H 1.18 -5.11 -1.73  0.221
H 1.03 -4.21 -0.23  0.219
H 3.27 -5.90 -1.27  0.184
H 3.17 -3.61 0.63  0.175
H 4.49 -3.74 -0.48  0.218
C -0.66 9.59 -4.56  -0.619
C -1.80 8.93 -5.41  0.063
C -2.18 7.49 -5.16  -0.107
O -3.55 7.46 -4.80  -0.489
C -3.95 8.73 -4.53  0.967
O -5.08 9.05 -4.21  -0.577
O -2.94 9.59 -4.79  -0.498
H -0.54 9.18 -3.56  0.217
H -0.75 10.67 -4.45  0.238
H 0.26 9.45 -5.13  0.207
H -1.76 9.30 -6.44  0.199
H -1.67 7.02 -4.32  0.193
H -2.21 6.88 -6.07  0.205
C 3.10 -2.96 5.54  -0.623
C 3.43 -1.60 4.87  0.056
C 3.69 -0.48 5.78  -0.101
O 4.69 0.25 5.18  -0.445
C 5.17 -0.50 4.23  0.947
O 6.32 -0.14 3.76  -0.606
O 4.62 -1.72 4.17  -0.454
H 2.38 -2.82 6.35  0.219
H 4.01 -3.32 6.01  0.225
H 2.86 -3.71 4.78  0.234
H 2.60 -1.25 4.26  0.176
H 3.85 -0.79 6.82  0.185
H 2.78 0.12 5.89  0.189

As for the HOMO energy: -10.34 eV. Its HOMO-LUMO gap is 0.37483 hartree. Its molar mass is 510.4 g mol⁻¹. For the lowest unoccupied orbital energy, the calculation gives -0.14 eV. The total energy is -1908.61995 Ha. Its SMILES is C[C@H]1COC(=O)O1.C[C@H]1COC(=O)O1.C[C@H]1COC(=O)O1.C[C@H]1COC(=O)O1.C[C@H]1COC(=O)O1.